{
  "formula": "C15H18N4O4",
  "method": "ωB97M-V with the def2-TZVPD basis set",
  "relative_energy_ev": 1.617,
  "fmax_ev_per_a": 2.5,
  "orbital_gap_ha": 0.322,
  "e_lumo_ev": 0.552,
  "homo_energy_ev": -8.2091,
  "symbols": ["N", "C", "C", "C", "C", "C", "C", "O", "C", "C", "C", "O", "N", "C", "C", "C", "C", "N", "C", "N", "C", "O", "O", "H", "H", "H", "H", "H", "H", "H", "H", "H", "H", "H", "H", "H", "H", "H", "H", "H", "H"],
  "xyz": [[1.3784, -1.3679, 2.3268], [0.8032, -0.8324, 1.1342], [1.6057, -1.2755, -0.1346], [2.9124, -0.5278, -0.2501], [3.1570, 0.3499, -1.2776], [4.3388, 1.0662, -1.3780], [5.3767, 0.8156, -0.4847], [6.5805, 1.4625, -0.5576], [5.1943, -0.0566, 0.5453], [3.9830, -0.7669, 0.6459], [-0.6505, -1.3625, 0.8967], [-1.0530, -2.4380, 1.2915], [-1.4791, -0.5141, 0.1402], [-2.7976, -0.9786, -0.1229], [-3.5243, 0.0632, -0.9910], [-3.5952, 1.4196, -0.3268], [-4.6780, 2.0932, 0.1946], [-4.1979, 3.3007, 0.6508], [-2.8326, 3.3025, 0.4561], [-2.4802, 2.1965, -0.1593], [-2.7528, -2.2463, -0.9783], [-1.8557, -2.5325, -1.7179], [-3.8311, -3.0413, -0.7356], [0.9656, -2.3225, 2.2152], [0.9499, -0.9034, 3.1303], [0.9097, 0.2819, 1.0752], [1.7526, -2.3690, -0.0723], [1.0170, -1.0666, -1.0435], [2.3431, 0.5458, -1.9515], [4.5428, 1.7924, -2.2283], [6.4922, 2.1177, -1.2813], [5.9554, -0.2372, 1.3365], [3.8418, -1.4037, 1.5074], [-1.1811, 0.4339, -0.1452], [-3.3331, -1.1937, 0.8238], [-2.9872, 0.2440, -1.9419], [-4.5066, -0.3630, -1.2770], [-5.7476, 1.8880, 0.2921], [-4.6455, 4.0775, 1.1179], [-2.1207, 4.0885, 0.7055], [-3.8500, -3.7401, -1.4305]],
  "forces_ev_per_a": [[-0.628, -1.147, -0.183], [-0.284, 1.126, -2.061], [-0.028, -0.065, 0.167], [1.182, -1.314, 0.963], [-0.338, 0.806, -0.105], [0.859, 0.587, -1.221], [0.086, 0.810, -0.400], [-0.260, 0.729, -0.880], [-0.696, -1.779, 1.602], [0.000, 1.001, -0.151], [-0.476, 2.308, -0.938], [0.337, 0.045, 0.115], [1.862, -0.660, 1.135], [-0.371, 0.153, -0.665], [-0.366, 0.531, -0.177], [-1.135, 0.194, 0.365], [-0.560, 0.229, 0.019], [1.669, 0.589, 0.408], [-0.680, -0.858, -0.733], [0.687, 0.065, 0.078], [0.292, -0.663, 0.986], [-0.406, 0.045, -0.344], [0.061, -0.010, -1.010], [0.697, 0.473, 1.335], [0.072, -0.485, -0.141], [-0.725, -0.725, 0.435], [0.036, 0.378, -0.108], [0.033, -0.179, 0.381], [-0.106, 0.122, -0.459], [-0.509, -0.961, 1.100], [0.342, -0.482, 0.614], [-0.438, 0.310, -0.930], [-0.079, -0.180, -0.132], [-0.378, -0.915, 0.388], [0.072, 0.101, -0.579], [0.031, -0.473, 0.419], [0.316, 0.575, 0.354], [0.633, -0.156, -0.213], [-0.404, -0.515, -0.166], [-0.612, -0.096, 0.053], [0.211, 0.484, 0.679]]
}



{
  "formula": "C15H18N4O4S2",
  "method": "ωB97M-V with the def2-TZVPD basis set",
  "relative_energy_ev": 1.928,
  "fmax_ev_per_a": 1.5,
  "orbital_gap_ha": 0.335,
  "e_lumo_ev": -0.099,
  "homo_energy_ev": -9.2267,
  "symbols": ["C", "O", "C", "C", "C", "C", "C", "C", "O", "N", "C", "N", "N", "C", "S", "O", "O", "N", "C", "C", "C", "C", "C", "S", "C", "H", "H", "H", "H", "H", "H", "H", "H", "H", "H", "H", "H", "H", "H", "H", "H", "H", "H"],
  "xyz": [[7.5447, 1.0987, -1.2480], [6.1495, 0.9344, -1.3572], [5.5304, 0.0437, -0.5431], [6.1613, -0.7230, 0.4335], [5.4230, -1.6153, 1.1945], [4.0641, -1.7544, 1.0011], [3.4201, -0.9750, 0.0396], [1.9635, -1.1654, -0.1344], [1.3735, -2.1860, 0.1520], [1.2768, -0.0820, -0.6372], [-0.0683, -0.1325, -0.8428], [-0.7612, 0.8792, -1.2695], [-2.0496, 0.5943, -1.3974], [-2.3474, -0.6152, -1.0752], [-3.9831, -1.3523, -1.1241], [-4.5053, -1.1841, -2.4424], [-3.7904, -2.6733, -0.6074], [-4.9462, -0.5370, -0.0761], [-4.6434, -0.6596, 1.3298], [-3.7738, 0.4928, 1.8341], [-4.4372, 1.8253, 1.4907], [-4.6682, 1.9165, -0.0167], [-5.5073, 0.7289, -0.4886], [-1.0022, -1.5817, -0.5443], [4.1536, -0.0840, -0.7311], [8.0754, 0.1643, -1.4543], [7.8289, 1.4714, -0.2591], [7.8118, 1.8380, -2.0011], [7.2230, -0.6393, 0.6023], [5.9239, -2.2101, 1.9430], [3.4824, -2.4530, 1.5809], [1.7392, 0.7938, -0.8361], [-4.1531, -1.6248, 1.4617], [-5.5922, -0.6710, 1.8782], [-3.6389, 0.3976, 2.9127], [-2.7895, 0.4464, 1.3641], [-3.8085, 2.6529, 1.8235], [-5.3945, 1.8957, 2.0135], [-5.1886, 2.8424, -0.2646], [-3.7106, 1.9090, -0.5391], [-5.5725, 0.6972, -1.5757], [-6.5191, 0.7934, -0.0716], [3.7062, 0.5032, -1.5183]],
  "forces_ev_per_a": [[0.240, 0.033, 0.016], [-0.318, -0.059, -0.016], [-0.104, -0.075, 0.120], [0.142, 0.227, -0.234], [-0.161, -0.028, -0.019], [-0.146, 0.009, -0.029], [0.593, -0.076, 0.094], [-0.052, 0.306, -0.112], [0.226, -0.129, 0.113], [0.407, 0.098, -0.029], [-0.964, -1.020, 0.189], [1.333, 0.515, 0.065], [-1.440, -0.125, -0.334], [0.256, -0.681, 0.190], [-0.469, 0.051, -0.125], [0.061, 0.324, 0.063], [0.265, 0.074, 0.244], [0.553, -0.680, -0.764], [0.426, -0.194, 0.640], [-0.286, 0.050, 0.047], [0.246, -0.005, -0.142], [-0.190, -0.044, 0.179], [-0.067, 0.661, -0.461], [-0.183, 0.735, -0.236], [0.058, -0.053, 0.079], [-0.022, 0.028, 0.021], [-0.013, -0.028, -0.032], [0.030, -0.061, 0.075], [0.098, 0.036, -0.017], [0.037, -0.044, 0.067], [-0.047, -0.073, 0.049], [-0.061, -0.090, 0.076], [-0.128, 0.055, 0.233], [0.039, -0.056, -0.051], [0.051, -0.047, 0.011], [0.066, -0.025, 0.050], [-0.068, 0.031, 0.056], [-0.054, 0.060, 0.085], [-0.011, 0.028, -0.063], [-0.116, 0.095, 0.000], [-0.209, 0.158, 0.070], [0.039, -0.051, -0.060], [-0.055, 0.071, -0.109]]
}



{
  "formula": "C15H18N7O2SY",
  "method": "ωB97M-V with the def2-TZVPD basis set",
  "relative_energy_ev": 0.000,
  "multiplicity": 2,
  "fmax_ev_per_a": 0.2,
  "orbital_gap_ha": [0.209, 0.319],
  "charge": 1,
  "e_lumo_ev": [-2.133, -2.170],
  "s2": 0.77,
  "homo_energy_ev": [-7.8071, -10.8595],
  "symbols": ["Y", "O", "N", "C", "C", "C", "C", "C", "S", "H", "H", "H", "H", "C", "C", "O", "N", "C", "C", "C", "C", "C", "C", "N", "H", "H", "H", "H", "H", "H", "H", "H", "H", "H", "N", "C", "N", "N", "C", "N", "H", "H", "H", "H"],
  "xyz": [[0.1572, -0.6560, -1.0233], [-0.7412, 0.5048, -2.6158], [-0.6459, 0.3649, -3.9392], [-1.3309, 1.2425, -4.7048], [-1.2849, 1.1625, -6.0656], [-0.5124, 0.1527, -6.6496], [0.1765, -0.7245, -5.8514], [0.1214, -0.6308, -4.4516], [0.9736, -1.6986, -3.4083], [-1.8906, 1.9758, -4.1456], [-1.8399, 1.8734, -6.6582], [-0.4562, 0.0628, -7.7256], [0.7828, -1.5135, -6.2707], [1.9062, -3.6427, 1.6773], [2.0820, -2.2903, 1.0621], [1.6168, -2.0624, -0.0809], [2.7212, -1.3554, 1.7412], [2.9790, 0.0096, 1.2418], [1.8451, 0.9707, 1.4262], [1.8411, 1.8707, 2.4556], [0.7973, 2.8027, 2.6134], [-0.2059, 2.8033, 1.6148], [-0.1665, 1.8854, 0.6096], [0.8222, 0.9128, 0.4803], [2.1852, -4.3946, 0.9413], [0.8483, -3.7816, 1.9043], [2.4889, -3.7776, 2.5851], [3.0642, -1.5927, 2.6577], [3.2411, -0.0812, 0.1849], [3.8586, 0.3657, 1.7730], [2.6774, 1.8708, 3.1448], [0.8172, 3.5435, 3.3979], [-1.0000, 3.5388, 1.6207], [-0.9165, 1.9085, -0.1791], [-1.8557, 0.6064, 3.3477], [-2.9209, -0.1940, 3.2595], [-3.7932, -0.2383, 4.2682], [-3.1730, -0.9885, 2.2212], [-2.3183, -1.1184, 1.2736], [-1.5935, -1.2704, 0.3728], [-1.7282, 1.2222, 4.1329], [-1.3083, 0.8295, 2.5233], [-3.7446, 0.3947, 5.0457], [-4.5769, -0.8633, 4.1927]],
  "forces_ev_per_a": [[0.091, 0.026, 0.021], [-0.050, 0.049, -0.011], [0.033, -0.036, -0.054], [-0.028, 0.028, 0.027], [0.018, -0.024, -0.015], [0.001, 0.003, 0.022], [-0.018, 0.021, -0.019], [-0.006, 0.027, 0.048], [0.035, -0.004, 0.045], [0.002, -0.001, -0.002], [0.001, -0.001, -0.003], [-0.001, 0.002, 0.000], [0.002, -0.001, 0.001], [-0.023, 0.003, -0.027], [-0.007, -0.052, 0.042], [-0.010, 0.022, 0.006], [0.035, 0.041, -0.024], [0.001, -0.046, -0.017], [0.017, 0.041, 0.054], [-0.009, -0.022, -0.031], [-0.024, 0.032, 0.015], [0.040, -0.016, 0.026], [0.003, -0.017, -0.058], [-0.032, -0.103, -0.096], [0.013, -0.006, 0.013], [0.002, -0.003, -0.011], [0.009, 0.011, 0.001], [-0.012, -0.005, 0.006], [-0.004, 0.010, 0.001], [-0.001, 0.011, 0.004], [0.000, 0.003, 0.004], [0.003, 0.000, -0.001], [-0.005, -0.003, -0.003], [-0.005, 0.013, 0.010], [-0.001, -0.013, -0.054], [0.012, -0.002, 0.010], [0.002, 0.023, 0.017], [-0.009, -0.107, 0.055], [0.002, 0.195, -0.068], [-0.083, -0.096, 0.048], [-0.006, -0.005, 0.008], [0.015, 0.017, 0.015], [-0.005, -0.008, 0.006], [0.006, -0.007, -0.010]]
}



{
  "formula": "C15H19BI2N6O4PtS2",
  "method": "ωB97M-V with the def2-TZVPD basis set",
  "relative_energy_ev": 0.805,
  "multiplicity": 5,
  "fmax_ev_per_a": 0.6,
  "orbital_gap_ha": [0.264, 0.200],
  "charge": 2,
  "e_lumo_ev": [-6.658, -9.651],
  "s2": 6.03,
  "homo_energy_ev": [-13.8482, -15.0945],
  "symbols": ["Pt", "C", "N", "C", "C", "N", "B", "N", "C", "C", "N", "C", "C", "S", "C", "S", "H", "H", "H", "H", "H", "H", "H", "H", "H", "H", "H", "H", "I", "C", "I", "H", "H", "C", "C", "N", "C", "C", "N", "C", "O", "O", "C", "O", "O", "H", "H", "H", "H", "H"],
  "xyz": [[0.2738, -0.7358, -0.8109], [4.2520, 0.3782, -2.7889], [3.9187, 1.1481, -1.5956], [4.2910, 2.4515, -1.3470], [3.8616, 2.7532, -0.0993], [3.2325, 1.6437, 0.4262], [2.8727, 1.4702, 1.9376], [1.2794, 1.4201, 2.1993], [0.5973, 2.4600, 2.6742], [-0.6434, 2.0129, 3.1470], [-0.6757, 0.6943, 2.9545], [-1.7587, -0.2201, 3.3261], [0.5154, 0.2805, 2.3626], [0.9065, -1.2979, 2.0671], [3.2842, 0.6934, -0.5078], [2.5891, -0.9084, -0.3858], [4.4162, 1.0718, -3.6085], [3.4196, -0.2784, -3.0386], [5.1508, -0.2096, -2.6135], [4.8417, 3.0248, -2.0715], [3.9902, 3.6459, 0.4863], [3.3105, 0.4355, 2.3406], [3.2233, 2.4616, 2.4975], [1.0094, 3.4530, 2.7270], [-1.4480, 2.5704, 3.5959], [-2.6335, 0.3744, 3.5719], [-1.4479, -0.8106, 4.1861], [-1.9666, -0.8772, 2.4847], [0.0993, -1.1404, -3.5638], [-0.1558, 0.9576, -3.7867], [0.3455, 1.9504, -1.9728], [-1.1912, 1.1666, -4.0270], [0.5126, 1.3178, -4.5603], [-3.3232, 0.8850, -0.9111], [-3.0067, -0.5368, -0.6283], [-1.8074, -1.1031, -0.5710], [-2.0012, -2.4542, -0.3088], [-3.3410, -2.6862, -0.1941], [-3.9402, -1.4715, -0.3978], [-4.2475, -3.8515, 0.0930], [-3.7003, -5.0118, 0.3314], [-5.4277, -3.6218, 0.1343], [-0.8548, -3.4119, -0.2395], [-1.0576, -4.5897, -0.0044], [0.3165, -2.8942, -0.4477], [-2.4709, 1.5175, -0.6753], [-4.1791, 1.2110, -0.3224], [-3.5735, 1.0216, -1.9649], [-4.9488, -1.3685, -0.3716], [-2.7089, -4.9916, 0.2715]],
  "forces_ev_per_a": [[0.200, -0.133, -0.010], [-0.074, -0.009, -0.051], [-0.024, 0.089, 0.283], [0.024, 0.017, -0.046], [0.079, 0.047, 0.046], [-0.029, -0.089, -0.248], [-0.234, -0.020, 0.054], [0.275, -0.184, -0.185], [-0.186, -0.058, 0.131], [0.144, 0.014, -0.156], [0.042, -0.272, -0.065], [0.046, 0.061, 0.011], [-0.216, 0.541, 0.271], [0.117, -0.095, -0.001], [-0.107, -0.072, 0.051], [-0.028, -0.043, 0.013], [0.035, -0.022, -0.009], [0.033, -0.025, -0.015], [-0.010, -0.012, -0.038], [0.001, 0.043, 0.011], [0.004, 0.020, -0.023], [0.045, 0.047, 0.013], [0.133, 0.011, 0.052], [0.050, 0.023, -0.043], [-0.054, -0.027, 0.025], [-0.020, -0.039, 0.031], [-0.049, -0.016, -0.013], [-0.040, -0.013, 0.023], [0.034, -0.082, -0.101], [0.023, 0.066, -0.003], [-0.020, 0.298, -0.100], [-0.005, -0.018, 0.027], [-0.012, -0.040, -0.006], [0.045, 0.048, -0.020], [-0.072, 0.093, 0.038], [-0.074, -0.263, 0.030], [-0.151, -0.085, -0.009], [0.139, -0.038, -0.082], [0.117, -0.038, 0.019], [-0.013, 0.180, 0.254], [0.139, -0.145, -0.008], [-0.003, -0.006, -0.111], [0.077, 0.000, 0.054], [-0.125, 0.072, 0.048], [-0.175, 0.100, -0.014], [-0.003, -0.005, 0.008], [-0.019, 0.016, -0.013], [-0.014, 0.005, 0.004], [-0.012, -0.001, -0.003], [-0.030, 0.059, -0.123]]
}